# 1
Here is a molecular structure, C49H49MoNPSe2Si2 at a distorted geometry from the Open Molecules 2025 dataset. Energies are from the ωB97M-V functional and the def2-TZVPD basis.

Geometry (Å):
Mo  0.27256  -0.33054  0.66835
Se  -1.73577  -2.18925  -0.98109
Se  -1.93124  0.47683  1.26950
P  -3.02652  -1.25200  0.40876
Si  1.22505  1.93489  1.27642
Si  2.17804  -1.85427  -0.92695
N  1.08725  -1.86019  1.88240
C  -4.31641  -3.94658  3.88995
C  -4.11210  -2.59193  4.12286
C  3.96991  -1.90463  -1.42678
C  4.27054  -2.30223  -2.73548
C  1.43507  -3.40531  -1.62024
C  6.62551  -2.24447  -2.25133
C  0.50048  -5.74645  -2.84522
C  0.56154  2.56932  5.34226
C  -3.70160  -1.76388  3.08565
C  -0.16756  3.80648  2.96596
C  -6.67771  0.47858  0.04865
C  -5.94156  -0.11613  -2.17017
C  5.33076  1.71703  0.43520
C  -1.01503  4.32896  -1.33652
C  1.39722  -1.44638  3.30025
C  0.59771  -3.58259  4.33311
C  1.14518  -0.31804  -1.25163
C  6.34818  -1.86472  -0.94635
C  5.58522  -2.46025  -3.14643
C  1.70306  -4.65795  -1.06649
C  0.58978  2.63026  2.90616
C  3.09761  2.08452  1.33457
C  -0.04043  4.84204  -2.18446
C  -4.54612  -0.58492  -0.27201
C  -4.11118  -4.47471  2.62046
C  1.23194  -5.81919  -1.66423
C  3.64767  3.03406  2.20864
C  1.63767  3.59668  -0.99064
C  -0.38274  -3.43273  3.16126
C  5.00840  3.31518  2.19919
C  5.85226  2.65879  1.31144
C  5.03053  -1.69130  -0.54054
C  -0.20212  3.72994  5.37570
C  0.72038  -3.35333  -2.82261
C  1.80084  -2.63598  4.14945
C  0.36095  -3.19135  1.86313
C  -5.50513  -0.03150  0.57870
C  -0.55931  4.34982  4.18725
C  0.25602  -4.51250  -3.43274
C  1.28515  4.47315  -2.01079
C  -3.49543  -2.29221  1.81078
C  -6.89574  0.43290  -1.32574
C  -3.69878  -3.65221  1.57914
C  3.96825  1.43430  0.45451
C  2.33081  -1.90032  1.02510
C  -4.75856  -0.62497  -1.64572
C  0.95060  2.03381  4.12228
C  -0.65935  3.44854  -0.32336
C  0.67472  3.06556  -0.12442
H  -3.52807  -0.71291  3.27784
H  7.65229  -2.38098  -2.56923
H  -0.30490  -3.21465  1.01261
H  3.58717  0.72307  -0.26816
H  -0.50429  4.15554  6.32520
H  -7.81709  0.82863  -1.73710
H  2.31381  -4.74478  -0.17125
H  2.18048  -0.70107  3.24781
H  -1.09293  -2.62330  3.33805
H  1.10823  -3.97201  1.71066
H  7.15626  -1.69894  -0.24301
H  -4.63892  -4.59193  4.70015
H  -1.13711  5.26714  4.20528
H  2.17679  -2.26783  5.10339
H  3.47176  -2.50136  -3.44388
H  -7.42520  0.90760  0.70465
H  5.97757  1.20896  -0.27064
H  0.94878  -4.61519  4.38679
H  2.63524  -3.15674  3.67247
H  -4.00443  -1.05199  -2.29529
H  -0.45133  4.31884  2.05309
H  -0.98111  -4.33533  3.03281
H  0.42492  -0.47123  -2.05043
H  -1.43958  3.06872  0.32142
H  0.13149  -6.65248  -3.31135
H  -5.34154  -0.00145  1.65010
H  1.58515  1.15738  4.12771
H  0.51078  -0.96985  3.71149
H  2.68283  3.33079  -0.86626
H  3.00451  3.56402  2.90556
H  2.05011  4.87065  -2.66738
H  0.86249  2.08873  6.26678
H  6.91136  2.88675  1.29728
H  2.93414  -2.77571  1.27856
H  0.08796  -3.37357  5.27536
H  4.84673  -1.38673  0.48351
H  -3.52315  -4.06428  0.59296
H  1.75902  0.55541  -1.48345
H  2.92309  -1.02433  1.30163
H  -0.29563  -4.45072  -4.36398
H  1.44659  -6.78277  -1.21654
H  -4.26885  -2.17899  5.11405
H  5.79788  -2.76251  -4.16365
H  5.40890  4.05451  2.88237
H  -6.11402  -0.14811  -3.23941
H  -0.31438  5.53152  -2.97487
H  -4.26953  -5.53123  2.43909
H  0.51471  -2.39512  -3.29483
H  -2.05260  4.61504  -1.46441

Frontier orbital gap (alpha / beta) ... 0.26025 / 0.24996 Eh
Total charge ... +1
Max |F| ... 0.03027 Eh/bohr
Spin multiplicity ... 3
LUMO (alpha / beta) ... -3.324 / -3.495 eV
⟨S²⟩ ... 2.030



# 2
Here is 2 unconnected molecules or ions with the total composition C3H3N3O at a distorted geometry from the Open Molecules 2025 dataset. Energies are from the ωB97M-V functional and the def2-TZVPD basis.

Geometry (Å):
O  -1.28898  -0.54159  2.13200
N  -1.05439  1.57685  -1.52125
N  2.39397  -0.40384  0.62880
N  -0.40559  1.97994  -2.31500
C  1.20743  -0.52791  0.36913
C  -0.06372  -0.71026  0.07594
C  -1.17648  -0.26025  0.96331
H  2.84709  0.45558  0.32099
H  -1.91220  0.40054  0.46555
H  -0.30301  -1.14317  -0.89204

Frontier orbital gap ... 0.38017 Eh
Total charge ... 0
Max |F| ... 0.04038 Eh/bohr
SMILES string ... N=C=CC=O.N#N
LUMO ... 0.747 eV
Energy relative to the best compared isomer or geometry (same formula, charge and spin) ... 109.53 kJ/mol



Q: Which formula does entry 2 have?
A: C3H3N3O



Q: Which of these has the highest max |F|?
A: C3H3N3O



Q: Which of these has the lowest total charge?
A: C3H3N3O



Q: max |F| of number 2 (C3H3N3O)?
A: 0.04038 Eh/bohr